[1]
Here is a molecular structure, C11H6F9MnN2OS from OMol25. Energies are from ωB97M-V/def2-TZVPD.

Atoms and positions in Å:
Mn -0.08 -0.68 0.28
F -2.09 3.33 2.15
C -2.85 3.44 1.05
F -2.83 4.72 0.65
F -4.10 3.13 1.39
C -2.35 2.53 -0.04
C -2.74 2.75 -1.36
C -2.32 1.90 -2.37
C -1.50 0.84 -2.05
N -1.11 0.65 -0.78
C -1.53 1.45 0.21
S -0.89 0.84 1.74
H -3.38 3.59 -1.58
H -2.63 2.06 -3.39
H -1.15 0.13 -2.78
C 3.21 -2.70 1.50
C 2.26 -1.88 0.65
O 1.04 -1.65 1.29
C 2.86 -0.48 0.36
F 1.81 0.29 -0.21
F 3.85 -0.44 -0.50
F 3.19 0.14 1.47
C 1.94 -2.62 -0.67
F 1.44 -3.81 -0.45
F 2.92 -2.69 -1.54
F 0.90 -1.88 -1.30
H 3.39 -2.18 2.44
H 4.15 -2.86 0.98
H 2.74 -3.66 1.72
N -2.53 -2.50 0.63
C -1.62 -1.80 0.51

Values from the calculation:
- Energy relative to the best compared isomer or geometry (same formula, charge and spin): 0.00 kcal/mol
- HOMO energy (spin up / spin down): -13.5929 / -13.7370 eV
- HOMO-LUMO gap (spin up / spin down): 6.615 / 8.103 eV
- Charge: +1
- 2S+1: 4
- Energy: -3055.2673 Ha

Okay, here come the Mulliken numbers, in e, for every atom:
1 Mn 0.449
2 F -0.255
3 C 0.702
4 F -0.234
5 F -0.214
6 C -0.007
7 C -0.287
8 C -0.901
9 C -0.209
10 N -0.118
11 C 0.993
12 S -0.120
13 H 0.483
14 H 0.445
15 H 0.533
16 C -1.625
17 C 0.441
18 O -0.681
19 C 0.970
20 F -0.295
21 F -0.213
22 F -0.242
23 C 0.953
24 F -0.233
25 F -0.216
26 F -0.272
27 H 0.420
28 H 0.421
29 H 0.416
30 N -0.449
31 C 0.345



[2]
Here is 30 unconnected molecules or ions with the total composition C11H76BrClNO31 from OMol25. Energies are from ωB97M-V/def2-TZVPD.

Atoms and positions in Å:
C 4.78 2.09 0.92
C 3.67 2.72 0.51
C 2.72 2.19 -0.56
N 1.75 1.17 -0.19
C 0.68 1.43 0.75
C -0.55 0.57 0.30
C -0.73 -0.79 0.95
C -1.38 -0.75 2.33
Cl 0.75 -1.80 0.86
C 0.31 2.92 0.79
C -0.96 3.22 1.59
C -0.80 4.04 2.88
Br -2.31 4.11 0.43
C 1.20 1.05 2.19
O 2.29 0.46 2.29
O 0.47 1.40 3.17
H 5.66 2.67 1.16
H 4.80 1.02 1.09
H 3.40 3.66 1.00
H 3.38 1.70 -1.28
H 2.29 3.02 -1.11
H 2.17 0.27 -0.04
H -0.39 0.41 -0.76
H -1.51 1.07 0.39
H -1.45 -1.33 0.33
H -2.34 -1.26 2.29
H -0.80 -1.28 3.08
H -1.59 0.27 2.63
H 1.12 3.55 1.15
H 0.14 3.24 -0.24
H -1.43 2.30 1.90
H 0.25 4.18 3.14
H -1.25 3.45 3.67
H -1.26 5.02 2.77
O 3.47 -3.09 -0.80
H 3.00 -2.72 -0.04
H 4.39 -2.88 -0.61
O 2.70 3.09 4.00
H 1.87 2.68 3.70
H 3.23 2.31 4.20
O 6.96 0.02 1.61
H 7.48 0.70 2.06
H 6.55 -0.46 2.33
O 2.66 1.86 -3.66
H 1.97 1.24 -3.90
H 3.05 2.14 -4.50
O -3.50 -1.84 4.07
H -3.20 -1.37 4.85
H -4.05 -2.55 4.41
O -2.28 -3.85 1.88
H -2.75 -3.47 2.63
H -1.35 -3.65 2.07
O -3.41 -0.09 -0.69
H -3.54 -0.08 0.27
H -3.38 -1.03 -0.91
O -4.50 0.55 2.28
H -5.36 0.74 1.87
H -4.62 -0.33 2.68
O 3.59 -2.16 2.33
H 2.70 -2.47 2.11
H 3.44 -1.19 2.33
O -6.37 -0.27 -1.87
H -6.46 -0.53 -2.79
H -5.41 -0.15 -1.77
O -4.89 -4.97 0.30
H -4.13 -4.67 0.81
H -4.93 -4.37 -0.45
O 8.44 -2.15 3.03
H 8.32 -2.36 2.10
H 8.47 -2.99 3.49
O -4.23 -1.51 -3.45
H -4.73 -2.23 -3.85
H -3.76 -1.13 -4.20
O 1.83 -3.43 -3.35
H 2.27 -3.88 -4.09
H 2.46 -3.54 -2.63
O -3.74 -4.55 -2.59
H -3.36 -4.85 -3.43
H -3.06 -4.72 -1.94
O 0.37 -4.16 3.40
H 0.80 -4.64 2.68
H 0.97 -4.27 4.15
O 2.04 5.66 2.09
H 2.71 5.91 2.73
H 2.12 6.30 1.38
O -8.21 2.27 -2.32
H -7.51 1.61 -2.17
H -7.92 3.03 -1.81
O 3.54 -0.80 -3.42
H 3.86 -0.29 -2.67
H 2.98 -1.49 -3.04
O -7.68 2.04 0.78
H -8.34 2.71 0.95
H -8.03 1.53 0.04
O 5.87 1.96 4.82
H 5.39 2.49 4.16
H 5.76 2.46 5.64
O -3.50 2.21 4.61
H -4.14 2.91 4.77
H -3.81 1.78 3.80
O -6.71 -5.49 -3.03
H -7.10 -5.32 -2.16
H -5.79 -5.21 -2.92
O 4.69 -0.56 -6.13
H 5.29 0.18 -6.02
H 4.44 -0.80 -5.22
O -5.60 -3.52 -5.09
H -6.24 -4.02 -4.56
H -6.05 -3.36 -5.93
O -0.45 -4.38 -5.31
H 0.30 -4.04 -4.81
H -0.49 -3.81 -6.09
O 0.37 1.11 6.02
H -0.50 0.89 6.38
H 0.22 1.16 5.06
O 3.85 3.02 -6.11
H 3.37 3.17 -6.93
H 4.39 3.81 -5.99
O 6.38 4.17 -7.04
H 6.13 3.84 -7.91
H 7.34 4.15 -7.04

Values from the calculation:
- HOMO energy: -4.7462 eV
- HOMO-LUMO gap: 6.425 eV
- Charge: -1
- Energy: -5886.1828 Ha

Mulliken population analysis, charges in e, atoms 1 to 99:
1 C -0.792
2 C 0.435
3 C -0.872
4 N 0.260
5 C 2.602
6 C -2.008
7 C -0.111
8 C -0.963
9 Cl -0.134
10 C -2.304
11 C 1.713
12 C -1.142
13 Br -0.241
14 C -0.397
15 O -0.450
16 O -0.509
17 H 0.261
18 H 0.182
19 H 0.011
20 H 0.389
21 H 0.345
22 H 0.354
23 H 0.289
24 H 0.400
25 H 0.907
26 H -0.002
27 H 0.420
28 H 0.068
29 H -0.078
30 H 0.947
31 H -1.108
32 H 0.105
33 H 0.229
34 H 0.465
35 O -0.628
36 H 0.407
37 H 0.282
38 O -0.707
39 H 0.141
40 H 0.333
41 O -0.649
42 H 0.303
43 H 0.316
44 O -0.530
45 H 0.283
46 H 0.303
47 O -0.520
48 H 0.277
49 H 0.242
50 O -0.597
51 H 0.309
52 H 0.171
53 O -0.592
54 H 0.257
55 H 0.300
56 O -0.637
57 H 0.243
58 H 0.318
59 O -0.728
60 H 0.265
61 H 0.493
62 O -0.694
63 H 0.292
64 H 0.373
65 O -0.638
66 H 0.341
67 H 0.302
68 O -0.603
69 H 0.318
70 H 0.296
71 O -0.471
72 H 0.318
73 H 0.243
74 O -0.678
75 H 0.343
76 H 0.272
77 O -0.538
78 H 0.260
79 H 0.251
80 O -0.565
81 H 0.282
82 H 0.266
83 O -0.522
84 H 0.275
85 H 0.237
86 O -0.656
87 H 0.360
88 H 0.331
89 O -0.606
90 H 0.281
91 H 0.336
92 O -0.601
93 H 0.286
94 H 0.333
95 O -0.635
96 H 0.322
97 H 0.297
98 O -0.603
99 H 0.285



[3]
Here is a molecular structure, C11H7NO6Re from OMol25. Energies are from ωB97M-V/def2-TZVPD.

Atoms and positions in Å:
Re 0.54 0.53 -0.09
O 0.47 1.32 -2.02
C -0.50 0.84 -2.96
C -1.32 -0.21 -2.29
C -2.34 -0.85 -2.98
C -3.09 -1.82 -2.34
C -2.80 -2.13 -1.02
C -1.77 -1.46 -0.39
N -1.03 -0.51 -1.00
H 1.02 2.01 -2.45
H 0.01 0.41 -3.84
H -1.14 1.66 -3.29
H -2.52 -0.57 -4.01
H -3.89 -2.32 -2.87
H -3.36 -2.88 -0.49
H -1.52 -1.68 0.64
O 3.59 0.98 5.29
C 3.02 0.90 4.28
C 1.69 1.73 3.83
O 1.24 2.56 4.53
C 1.37 1.15 2.54
C 2.28 0.17 2.11
O 2.00 -0.37 0.96
C 3.36 -0.09 3.04
O 4.31 -0.78 3.07
O 0.38 1.39 1.73

Values from the calculation:
- Energy relative to the best compared isomer or geometry (same formula, charge and spin): 32.60 kcal/mol
- HOMO energy (spin up / spin down): -15.5716 / -14.7246 eV
- HOMO-LUMO gap (spin up / spin down): 4.596 / 3.422 eV
- Charge: +2
- 2S+1: 2
- Energy: -1007.0120 Ha

Okay, here come the Mulliken numbers, in e, for every atom:
1 Re 1.506
2 O -0.472
3 C -0.230
4 C 0.549
5 C -0.704
6 C -0.213
7 C -0.714
8 C -0.033
9 N -0.506
10 H 0.351
11 H 0.395
12 H 0.395
13 H 0.446
14 H 0.474
15 H 0.424
16 H 0.476
17 O -0.297
18 C 0.556
19 C -0.048
20 O -0.342
21 C 0.948
22 C 0.948
23 O -0.759
24 C -0.047
25 O -0.344
26 O -0.759



[4]
Here is a molecular structure, C11H8AsBrINS4Sn from OMol25. Energies are from ωB97M-V/def2-TZVPD.

Atoms and positions in Å:
Sn 0.15 -0.43 -0.46
S 1.65 2.79 2.54
As -0.15 1.88 1.92
S 0.11 -0.32 2.11
S -0.32 2.10 -0.27
S -1.84 2.60 2.97
Br 7.20 -0.44 -0.36
C 5.30 -0.42 -0.34
C 4.64 0.79 -0.18
C 3.25 0.80 -0.18
C 2.55 -0.38 -0.35
C 3.22 -1.59 -0.50
C 4.60 -1.61 -0.49
H 5.18 1.71 -0.06
H 2.74 1.74 -0.04
H 2.67 -2.51 -0.61
H 5.13 -2.54 -0.61
I -5.48 1.20 -3.04
C -4.58 0.21 -1.41
C -5.34 -0.38 -0.41
C -4.68 -1.02 0.62
C -3.29 -1.06 0.60
N -2.58 -0.50 -0.36
C -3.20 0.14 -1.34
H -6.42 -0.33 -0.44
H -5.23 -1.48 1.42
H -2.73 -1.56 1.38
H -2.56 0.60 -2.08

Values from the calculation:
- HOMO energy (spin up / spin down): -8.4610 / -8.7261 eV
- HOMO-LUMO gap (spin up / spin down): 5.471 / 5.890 eV
- Charge: 0
- Energy: -7393.2315 Ha

Okay, here come the Mulliken numbers, in e, for every atom:
1 Sn 0.674
2 S -0.194
3 As 0.673
4 S -0.405
5 S -0.402
6 S -0.366
7 Br -0.186
8 C 0.103
9 C -0.607
10 C -0.124
11 C -0.051
12 C -0.411
13 C -0.453
14 H 0.423
15 H 0.466
16 H 0.327
17 H 0.407
18 I 0.116
19 C -0.506
20 C -0.013
21 C -0.798
22 C -0.137
23 N -0.118
24 C 0.063
25 H 0.404
26 H 0.392
27 H 0.372
28 H 0.350